*A*
DFT (the ωB97M-V functional and the def2-TZVPD basis) results for 10 unconnected molecules or ions with the total composition H20O10.

Bonds (Å) are listed after each position.
Cartesian coordinates (Å):
1 O 14.660 7.995 6.140  H2 0.970, H3 0.966
2 H 15.198 8.720 5.785  O1 0.970
3 H 13.777 8.133 5.772  O1 0.966
4 O 15.989 13.134 5.265  H5 0.985, H6 0.964
5 H 15.999 12.187 4.993  O4 0.985
6 H 16.675 13.213 5.938  O4 0.964
7 O 14.946 12.419 2.727  H8 0.970, H9 0.968
8 H 15.229 12.918 3.509  O7 0.970
9 H 14.875 13.060 2.006  O7 0.968
10 O 15.915 10.285 4.609  H11 0.989, H12 0.969
11 H 16.866 10.023 4.555  O10 0.989
12 H 15.543 10.028 3.751  O10 0.969
13 O 16.204 11.324 7.724  H14 0.963, H15 0.967
14 H 15.557 11.129 8.410  O13 0.963
15 H 15.764 11.074 6.900  O13 0.967
16 O 18.535 9.607 3.901  H17 0.967, H18 0.966
17 H 18.619 8.643 3.872  O16 0.967
18 H 18.773 9.902 3.013  O16 0.966
19 O 13.962 9.766 2.357  H20 0.965, H21 0.972
20 H 13.009 9.918 2.363  O19 0.965
21 H 14.356 10.654 2.388  O19 0.972
22 O 16.995 11.148 0.998  H23 0.974, H24 0.963
23 H 16.380 11.634 1.576  O22 0.974
24 H 17.833 11.619 1.075  O22 0.963
25 O 13.135 7.774 4.462  H26 0.963, H27 0.969
26 H 13.622 6.947 4.380  O25 0.963
27 H 13.702 8.437 4.040  O25 0.969
28 O 18.676 9.504 7.454  H29 0.963, H30 0.967
29 H 19.080 9.147 6.657  O28 0.963
30 H 18.146 10.258 7.161  O28 0.967

Kohn-Sham gap   9.780 eV
LUMO   -0.10 eV
Structure (SMILES)   O.O.O.O.O.O.O.O.O.O

*B*
DFT (the ωB97M-V functional and the def2-TZVPD basis) results for 10 unconnected molecules or ions with the total composition H20O10.

Bonds (Å) are listed after each position.
Cartesian coordinates (Å):
1 O 0.436 -0.108 0.561  H2 1.046, H3 0.949, H4 1.002
2 H -0.249 0.576 0.165  O1 1.046
3 H 1.321 0.234 0.528  O1 0.949
4 H 0.400 -1.013 0.133  O1 1.002
5 O -1.347 1.174 -0.988  H6 1.039
6 H -0.802 0.565 -1.629  O5 1.039
7 O -3.257 -0.473 0.236  H8 1.036, H9 0.993
8 H -4.089 0.045 -0.100  O7 1.036
9 H -2.527 0.188 0.110  O7 0.993
10 O -0.976 -0.982 3.283  H11 0.959, H12 0.936
11 H -0.118 -0.898 3.703  O10 0.959
12 H -0.926 -1.729 2.721  O10 0.936
13 O 1.193 -0.416 -2.551  H14 1.024, H15 0.959
14 H 1.528 -1.351 -2.799  O13 1.024
15 H 0.631 0.035 -3.184  O13 0.959
16 O 0.311 3.189 -1.574  H17 1.051, H18 1.028
17 H -0.442 2.456 -1.605  O16 1.051
18 H 0.802 3.590 -0.765  O16 1.028
19 O 2.901 0.803 -0.273  H20 0.864, H21 1.066
20 H 2.923 1.119 -1.077  O19 0.864
21 H 3.860 0.413 -0.528  O19 1.066
22 O 2.442 -2.009 0.274  H23 0.971, H24 0.914
23 H 3.210 -1.633 -0.187  O22 0.971
24 H 2.449 -2.816 -0.156  O22 0.914
25 O -1.114 -2.801 1.119  H26 0.890, H27 1.002
26 H -1.065 -3.553 1.592  O25 0.890
27 H -2.033 -2.932 0.742  O25 1.002
28 O -1.593 2.781 0.989  H29 0.977, H30 0.910
29 H -1.622 2.117 0.273  O28 0.977
30 H -2.244 3.417 0.995  O28 0.910

Kohn-Sham gap   8.302 eV
LUMO   -0.65 eV

*A* is the most stable structure; the next one sits 387.6 kJ/mol above it.

*A*
DFT (the ωB97M-V functional and the def2-TZVPD basis) results for 10 unconnected molecules or ions with the total composition H20O10.

Bonds (Å) are listed after each position.
Cartesian coordinates (Å):
1 O 1.720 -1.970 2.142  H2 0.982, H3 0.963
2 H 2.295 -1.237 1.832  O1 0.982
3 H 2.304 -2.542 2.652  O1 0.963
4 O 0.484 2.478 1.612  H5 0.962, H6 0.976
5 H -0.094 3.079 1.133  O4 0.962
6 H 0.198 1.586 1.336  O4 0.976
7 O -0.813 -1.110 2.892  H8 0.973, H9 0.970
8 H -1.138 -0.590 2.137  O7 0.973
9 H 0.137 -1.210 2.729  O7 0.970
10 O -3.452 1.452 -0.518  H11 0.964, H12 0.965
11 H -4.237 1.865 -0.898  O10 0.964
12 H -3.587 1.497 0.436  O10 0.965
13 O -1.131 2.075 -2.088  H14 0.963, H15 0.973
14 H -1.562 1.972 -2.943  O13 0.963
15 H -1.796 1.787 -1.439  O13 0.973
16 O -1.144 -1.490 -2.914  H17 0.963, H18 0.963
17 H -1.879 -1.415 -2.296  O16 0.963
18 H -1.479 -2.053 -3.620  O16 0.963
19 O 3.203 0.116 1.145  H20 0.964, H21 0.964
20 H 2.805 0.896 0.742  O19 0.964
21 H 4.066 0.028 0.724  O19 0.964
22 O 0.164 -3.281 0.175  H23 0.961, H24 0.975
23 H 0.717 -4.063 0.092  O22 0.961
24 H 0.516 -2.813 0.956  O22 0.975
25 O 1.642 1.536 -2.367  H26 0.974, H27 0.959
26 H 0.775 1.948 -2.205  O25 0.974
27 H 2.163 1.765 -1.596  O25 0.959
28 O -0.384 0.110 0.371  H29 0.968, H30 0.967
29 H 0.305 -0.565 0.279  O28 0.968
30 H -0.799 0.149 -0.501  O28 0.967

Kohn-Sham gap   10.280 eV
LUMO   0.03 eV
Structure (SMILES)   O.O.O.O.O.O.O.O.O.O

*B*
DFT (the ωB97M-V functional and the def2-TZVPD basis) results for 10 unconnected molecules or ions with the total composition H20O10.

Bonds (Å) are listed after each position.
Cartesian coordinates (Å):
1 O -2.871 -1.228 1.286  H2 0.940, H3 0.932
2 H -2.036 -1.094 0.876  O1 0.940
3 H -3.106 -0.347 1.477  O1 0.932
4 O -2.663 0.090 -3.219  H5 0.973, H6 0.963
5 H -1.754 -0.256 -3.211  O4 0.973
6 H -2.788 0.677 -2.466  O4 0.963
7 O 0.515 1.290 2.475  H8 0.965, H9 0.992
8 H 0.855 1.689 3.285  O7 0.965
9 H 0.735 0.324 2.518  O7 0.992
10 O -2.848 1.185 -0.853  H11 0.984, H12 0.991
11 H -3.640 1.768 -0.818  O10 0.984
12 H -2.334 1.411 -0.037  O10 0.991
13 O 1.032 1.895 -0.373  H14 0.965, H15 0.955
14 H 1.259 2.273 0.485  O13 0.965
15 H 0.672 1.045 -0.129  O13 0.955
16 O 4.222 -0.525 -0.849  H17 0.920, H18 0.968
17 H 3.955 -0.563 -1.729  O16 0.920
18 H 3.403 -0.688 -0.359  O16 0.968
19 O 0.328 -1.652 2.756  H20 0.931, H21 0.944
20 H -0.512 -1.989 2.973  O19 0.931
21 H 0.909 -1.661 3.500  O19 0.944
22 O -0.423 -0.606 -0.265  H23 0.985, H24 0.961
23 H 0.504 -0.791 0.011  O22 0.985
24 H -0.304 -0.715 -1.212  O22 0.961
25 O 2.034 -0.918 0.826  H26 0.990, H27 0.938
26 H 1.381 -1.312 1.458  O25 0.990
27 H 2.638 -0.392 1.314  O25 0.938
28 O 0.119 0.011 -3.188  H29 0.954, H30 0.957
29 H -0.268 0.854 -2.966  O28 0.954
30 H 0.980 0.218 -3.552  O28 0.957

Kohn-Sham gap   9.793 eV
LUMO   -0.36 eV
Structure (SMILES)   O.O.O.O.O.O.O.O.O.O

*C*
DFT (the ωB97M-V functional and the def2-TZVPD basis) results for 10 unconnected molecules or ions with the total composition H20O10.

Bonds (Å) are listed after each position.
Cartesian coordinates (Å):
1 O -0.124 -0.493 0.003  H2 0.982, H3 0.914
2 H -0.281 -0.440 0.971  O1 0.982
3 H -0.952 -0.205 -0.258  O1 0.914
4 O -4.260 1.679 0.616  H5 0.968, H6 1.012
5 H -5.103 1.345 0.278  O4 0.968
6 H -3.794 0.782 0.577  O4 1.012
7 O -3.011 -1.523 2.951  H8 1.038, H9 0.980
8 H -2.341 -1.870 2.238  O7 1.038
9 H -2.714 -2.117 3.672  O7 0.980
10 O 3.358 3.108 -0.721  H11 1.048, H12 0.968
11 H 2.360 2.846 -0.906  O10 1.048
12 H 3.252 4.059 -0.573  O10 0.968
13 O 1.986 2.832 2.535  H14 0.917, H15 0.965
14 H 1.402 2.581 1.874  O13 0.917
15 H 2.757 2.290 2.330  O13 0.965
16 O -1.535 1.336 -2.712  H17 0.964, H18 0.893
17 H -1.546 0.417 -3.005  O16 0.964
18 H -0.740 1.335 -2.306  O16 0.893
19 O 3.496 -3.068 1.480  H20 1.039, H21 0.974
20 H 3.025 -2.642 0.657  O19 1.039
21 H 4.172 -3.537 0.957  O19 0.974
22 O 3.195 -0.008 -0.170  H23 1.019, H24 0.979
23 H 3.333 0.619 -0.961  O22 1.019
24 H 3.327 0.646 0.546  O22 0.979
25 O -4.350 -0.714 -0.853  H26 0.915, H27 0.985
26 H -5.057 -0.140 -0.770  O25 0.915
27 H -4.183 -1.088 -1.749  O25 0.985
28 O 1.765 -2.842 -2.228  H29 0.940, H30 0.991
29 H 0.991 -3.274 -2.542  O28 0.940
30 H 1.570 -1.917 -1.931  O28 0.991

Kohn-Sham gap   10.643 eV
LUMO   -0.35 eV
Structure (SMILES)   O.O.O.O.O.O.O.O.O.O

*A* is the most stable structure; the next one sits 59.9 kJ/mol above it.

*A*
DFT (the ωB97M-V functional and the def2-TZVPD basis) results for 10 unconnected molecules or ions with the total composition H20O10.

Bonds (Å) are listed after each position.
Cartesian coordinates (Å):
1 O -1.292 1.814 0.589  H2 0.966, H3 0.967
2 H -1.661 2.319 1.325  O1 0.966
3 H -2.037 1.305 0.242  O1 0.967
4 O 0.513 3.984 0.906  H5 0.966, H6 0.964
5 H 0.345 3.063 0.672  O4 0.966
6 H 0.555 3.990 1.869  O4 0.964
7 O 1.849 -3.990 -1.829  H8 0.963, H9 0.980
8 H 1.458 -4.736 -2.297  O7 0.963
9 H 1.190 -3.751 -1.145  O7 0.980
10 O -0.823 0.219 3.282  H11 0.964, H12 0.961
11 H -1.026 -0.121 2.403  O10 0.964
12 H -1.246 1.081 3.315  O10 0.961
13 O -0.751 3.215 -1.929  H14 0.971, H15 0.963
14 H -1.027 2.788 -1.103  O13 0.971
15 H -1.569 3.469 -2.369  O13 0.963
16 O 2.445 1.192 0.832  H17 0.965, H18 0.964
17 H 2.202 1.242 -0.101  O16 0.965
18 H 2.917 2.015 1.005  O16 0.964
19 O 2.582 -1.084 -2.340  H20 0.979, H21 0.965
20 H 1.888 -0.736 -1.744  O19 0.979
21 H 2.226 -1.921 -2.663  O19 0.965
22 O 0.504 -0.323 -0.709  H23 0.969, H24 0.968
23 H 0.188 -1.183 -0.395  O22 0.969
24 H 0.096 0.326 -0.117  O22 0.968
25 O -2.121 -1.386 0.816  H26 0.969, H27 0.966
26 H -2.631 -1.556 1.622  O25 0.969
27 H -2.786 -1.227 0.133  O25 0.966
28 O -0.269 -3.380 -0.073  H29 0.965, H30 0.973
29 H -0.874 -3.750 -0.728  O28 0.965
30 H -0.843 -2.876 0.531  O28 0.973

Kohn-Sham gap   8.799 eV
LUMO   -0.91 eV
Structure (SMILES)   O.O.O.O.O.O.O.O.O.O

*B*
DFT (the ωB97M-V functional and the def2-TZVPD basis) results for 10 unconnected molecules or ions with the total composition H20O10.

Bonds (Å) are listed after each position.
Cartesian coordinates (Å):
1 O -1.389 0.485 0.482  H2 0.964, H3 0.964
2 H -1.827 0.264 1.312  O1 0.964
3 H -0.460 0.576 0.724  O1 0.964
4 O 0.116 -1.434 3.180  H5 0.964, H6 0.964
5 H -0.445 -1.908 2.555  O4 0.964
6 H -0.031 -1.887 4.018  O4 0.964
7 O 1.755 2.272 -1.472  H8 0.964, H9 0.964
8 H 0.956 2.112 -0.957  O7 0.964
9 H 1.540 3.048 -2.002  O7 0.964
10 O -2.450 1.164 -1.667  H11 0.964, H12 0.964
11 H -2.622 2.079 -1.420  O10 0.964
12 H -3.302 0.727 -1.556  O10 0.964
13 O 3.733 0.640 1.158  H14 0.964, H15 0.964
14 H 4.025 1.479 0.784  O13 0.964
15 H 4.216 -0.022 0.651  O13 0.964
16 O 0.719 -1.409 -1.125  H17 0.964, H18 0.964
17 H 0.929 -2.349 -1.086  O16 0.964
18 H 1.050 -1.060 -0.291  O16 0.964
19 O 1.016 0.704 -3.345  H20 0.964, H21 0.964
20 H 0.381 1.350 -3.675  O19 0.964
21 H 1.100 0.915 -2.408  O19 0.964
22 O -1.405 4.574 1.091  H23 0.964, H24 0.964
23 H -2.081 4.774 0.433  O22 0.964
24 H -1.786 4.886 1.920  O22 0.964
25 O 1.247 -3.371 1.197  H26 0.964, H27 0.964
26 H 1.125 -4.000 0.478  O25 0.964
27 H 0.351 -3.094 1.421  O25 0.964
28 O -3.007 -3.577 0.342  H29 0.964, H30 0.964
29 H -3.532 -4.360 0.542  O28 0.964
30 H -2.265 -3.917 -0.170  O28 0.964

Kohn-Sham gap   9.879 eV
LUMO   0.11 eV
Structure (SMILES)   O.O.O.O.O.O.O.O.O.O

*A* is the most stable structure; the next one sits 139.5 kJ/mol above it.

*A*
DFT (the ωB97M-V functional and the def2-TZVPD basis) results for a single C5H9ClN2 molecule.

Bonds (Å) are listed after each position.
Cartesian coordinates (Å):
1 N -0.097 1.933 -0.840  C2 1.552, H9 1.069, H10 0.980
2 C 0.481 1.106 0.340  N1 1.552, C3 1.586, C7 1.622, H11 1.150
3 C -0.554 0.201 1.132  C2 1.586, C4 1.523, H12 1.139, H13 1.129
4 C -0.715 -1.162 0.473  C3 1.523, N5 1.425, C6 1.443, H14 1.115
5 N -1.112 -1.028 -0.889  C4 1.425, C6 1.472, H15 1.023
6 C 0.297 -1.284 -0.548  C4 1.443, N5 1.472, C7 1.521, H16 1.045
7 C 1.182 -0.047 -0.559  C2 1.622, C6 1.521, Cl8 1.780, H17 1.016
8 Cl 2.842 -0.344 0.013  C7 1.780
9 H -1.028 1.425 -0.974  N1 1.069
10 H -0.564 2.714 -0.476  N1 0.980
11 H 1.312 1.631 0.936  C2 1.150
12 H -1.474 0.808 1.420  C3 1.139
13 H -0.157 -0.035 2.162  C3 1.129
14 H -1.043 -2.080 1.016  C4 1.115
15 H -1.303 -2.025 -1.012  N5 1.023
16 H 0.789 -2.191 -0.713  C6 1.045
17 H 1.141 0.377 -1.481  C7 1.016

Kohn-Sham gap   10.810 eV
LUMO   0.87 eV
Structure (SMILES)   N[C@H]1C[C@H]2N[C@H]2[C@@H]1Cl

*B*
DFT (the ωB97M-V functional and the def2-TZVPD basis) results for a single C5H9ClN2 molecule.

Bonds (Å) are listed after each position.
Cartesian coordinates (Å):
1 C -0.933 1.777 -0.582  C2 1.513, H9 1.016, H10 1.141, H11 1.164
2 C -0.413 0.551 0.136  C1 1.513, C3 1.559, N6 1.457, N7 1.431
3 C 0.893 0.327 0.956  C2 1.559, C4 1.570, H12 1.046, H13 1.070
4 C 1.573 -0.933 0.313  C3 1.570, C5 1.531, H14 1.045, H15 1.041
5 C 0.464 -1.642 -0.469  C4 1.531, N6 1.499, H16 0.997, H17 1.199
6 N -0.628 -0.637 -0.680  C2 1.457, C5 1.499, N7 1.447
7 N -1.405 -0.407 0.519  C2 1.431, N6 1.447, Cl8 1.735
8 Cl -3.045 0.041 0.176  N7 1.735
9 H -1.248 1.498 -1.507  C1 1.016
10 H -0.049 2.464 -0.801  C1 1.141
11 H -1.794 2.333 -0.031  C1 1.164
12 H 0.497 0.249 1.922  C3 1.046
13 H 1.364 1.287 0.975  C3 1.070
14 H 2.261 -0.747 -0.451  C4 1.045
15 H 1.872 -1.735 0.907  C4 1.041
16 H 0.671 -1.843 -1.424  C5 0.997
17 H -0.078 -2.581 0.042  C5 1.199

Kohn-Sham gap   10.507 eV
LUMO   1.06 eV
Structure (SMILES)   C[C@]12CCCN1N2Cl

*A* is the most stable structure; the next one sits 146.3 kJ/mol above it.